# 1
{"formula": "C2H7N3O", "method": "ωB97M-V/def2-TZVPD", "homo_lumo_gap_ev": 10.281, "e_above_lowest_kj_mol": 279.3, "smiles": "CNC(=O)NN", "symbols": ["C", "C", "H", "H", "H", "H", "H", "H", "H", "N", "N", "N", "O"], "coordinates": [[-2.224, 0.234, 0.038], [0.188, 0.355, -0.004], [-3.062, -0.671, -0.139], [-2.208, 0.962, -0.888], [-2.357, 0.748, 1.100], [-0.895, -1.226, -0.462], [1.276, -1.546, -0.108], [3.229, 0.148, -0.656], [2.897, -0.071, 1.132], [-0.945, -0.431, 0.152], [1.357, -0.394, -0.211], [2.579, 0.332, 0.133], [0.167, 1.559, -0.088]], "mulliken_charge": [-0.68, 0.51, 0.27, 0.27, 0.23, 0.27, 0.24, 0.24, 0.25, -0.35, -0.23, -0.46, -0.56]}

=====

# 2
{"formula": "C3H27N3O8", "method": "ωB97M-V/def2-TZVPD", "homo_lumo_gap_ev": 9.079, "e_above_lowest_kj_mol": 227.3, "smiles": "NCCNCN.O.O.O.O.O.O.O.O", "symbols": ["C", "N", "C", "N", "C", "N", "H", "H", "H", "H", "H", "H", "H", "H", "H", "H", "H", "H", "H", "O", "H", "H", "O", "H", "H", "O", "H", "H", "O", "H", "H", "O", "H", "H", "O", "H", "H", "O", "H", "H", "O"], "coordinates": [[1.985, 0.613, -0.083], [0.620, 0.599, -0.519], [-0.251, 1.524, 0.298], [-0.999, 0.498, 1.075], [2.290, -0.922, -0.144], [1.638, -1.671, 1.011], [2.198, 0.982, 0.851], [2.683, 1.172, -0.784], [0.558, 0.596, -1.580], [-0.966, 2.030, -0.382], [0.220, 2.216, 0.896], [-1.980, 0.236, 0.529], [-0.563, -0.401, 1.206], [1.820, -1.362, -1.025], [3.317, -1.122, -0.039], [0.671, -1.868, 0.896], [1.738, -1.280, 1.833], [0.845, 1.039, -3.734], [-0.198, 0.039, -4.227], [-0.104, 0.895, -3.821], [1.302, 0.883, 3.005], [1.288, -0.231, 3.922], [1.843, 0.398, 3.642], [-0.745, -1.297, 2.930], [-1.264, -0.411, 3.960], [-0.510, -0.955, 3.749], [-0.779, -2.023, -0.200], [-2.063, -1.259, -0.312], [-1.632, -2.104, -0.636], [3.054, 0.738, -2.776], [2.297, 2.067, -2.395], [2.674, 1.612, -3.147], [-4.493, 0.754, -1.245], [-2.940, 0.947, -1.968], [-3.608, 0.653, -1.317], [-0.083, -2.875, -3.222], [-0.507, -1.751, -2.107], [0.217, -2.168, -2.749], [-2.603, 1.218, 2.114], [-3.024, 1.967, 3.356], [-2.971, 1.135, 2.916]], "mulliken_charge": [-0.54, 0.44, -0.94, -0.06, -0.75, -0.53, 0.40, 0.06, 0.01, 0.29, 0.42, 0.40, -0.40, 0.32, 0.44, 0.15, 0.40, 0.35, 0.31, -0.65, 0.30, 0.36, -0.66, 0.26, 0.34, -0.66, 0.32, 0.40, -0.78, 0.38, 0.38, -0.70, 0.25, 0.34, -0.57, 0.27, 0.41, -0.64, 0.25, 0.29, -0.64]}

=====

# 3
{"formula": "C34H35FN6O13S", "method": "ωB97M-V/def2-TZVPD", "homo_lumo_gap_ev": 6.461, "symbols": ["C", "C", "O", "C", "C", "N", "S", "O", "O", "F", "H", "H", "H", "H", "H", "H", "H", "H", "H", "H", "C", "C", "C", "C", "C", "C", "N", "O", "O", "H", "H", "H", "H", "H", "C", "C", "C", "C", "C", "C", "N", "O", "O", "H", "H", "H", "H", "H", "C", "C", "C", "C", "C", "C", "N", "O", "O", "H", "H", "H", "H", "H", "C", "C", "C", "C", "C", "C", "N", "O", "O", "H", "H", "H", "H", "H", "C", "C", "C", "C", "C", "C", "N", "O", "O", "H", "H", "H", "H", "H"], "coordinates": [[5.806, -2.951, 3.177], [4.221, -2.558, 3.057], [4.034, -1.108, 2.917], [2.847, -0.744, 3.710], [1.462, -1.303, 3.037], [0.729, -2.290, 3.892], [1.026, -3.923, 3.491], [1.435, -4.179, 2.080], [-0.288, -4.647, 3.700], [2.105, -4.693, 4.554], [6.194, -2.465, 4.138], [5.841, -4.093, 3.291], [6.298, -2.576, 2.215], [3.769, -3.085, 2.146], [3.759, -2.864, 4.066], [2.943, -1.007, 4.823], [2.813, 0.419, 3.661], [1.644, -1.626, 1.954], [0.777, -0.364, 2.974], [-0.291, -2.105, 3.836], [6.531, 2.498, -2.064], [5.263, 1.942, -1.919], [4.947, 1.210, -0.779], [5.909, 1.045, 0.216], [7.184, 1.593, 0.074], [7.492, 2.321, -1.071], [5.571, 0.294, 1.434], [4.446, -0.192, 1.519], [6.432, 0.198, 2.300], [6.771, 3.073, -2.954], [4.518, 2.081, -2.697], [3.955, 0.783, -0.680], [7.941, 1.465, 0.841], [8.479, 2.753, -1.190], [-1.370, -3.668, -0.514], [-2.199, -3.012, -1.419], [-1.762, -2.774, -2.718], [-0.492, -3.203, -3.102], [0.346, -3.854, -2.197], [-0.100, -4.084, -0.899], [-0.036, -2.977, -4.477], [-0.792, -2.385, -5.239], [1.072, -3.396, -4.788], [-1.717, -3.857, 0.498], [-3.187, -2.688, -1.112], [-2.418, -2.261, -3.413], [1.337, -4.187, -2.485], [0.543, -4.593, -0.187], [-7.982, 0.229, 0.455], [-7.359, -1.013, 0.541], [-5.971, -1.100, 0.518], [-5.214, 0.066, 0.412], [-5.832, 1.312, 0.317], [-7.221, 1.389, 0.339], [-3.751, -0.018, 0.412], [-3.243, -1.132, 0.478], [-3.119, 1.029, 0.351], [-9.066, 0.293, 0.479], [-7.958, -1.914, 0.630], [-5.499, -2.074, 0.586], [-5.251, 2.225, 0.230], [-7.712, 2.354, 0.269], [10.052, 5.822, -7.366], [8.681, 5.962, -7.177], [8.105, 5.610, -5.960], [8.916, 5.123, -4.936], [10.289, 4.974, -5.122], [10.855, 5.325, -6.343], [8.318, 4.775, -3.644], [7.104, 4.902, -3.524], [9.065, 4.382, -2.758], [10.499, 6.103, -8.315], [8.059, 6.348, -7.979], [7.035, 5.724, -5.827], [10.927, 4.591, -4.332], [11.924, 5.216, -6.497], [-13.580, -0.163, 4.921], [-13.242, 1.039, 4.306], [-12.522, 1.035, 3.116], [-12.150, -0.182, 2.547], [-12.479, -1.389, 3.161], [-13.196, -1.375, 4.353], [-11.413, -0.193, 1.279], [-11.125, 0.888, 0.777], [-11.132, -1.280, 0.792], [-14.147, -0.156, 5.848], [-13.542, 1.981, 4.755], [-12.265, 1.979, 2.647], [-12.189, -2.340, 2.728], [-13.461, -2.309, 4.838]], "mulliken_charge": [-1.08, -0.03, -0.14, -0.64, -0.39, -0.33, 1.17, -0.47, -0.64, -0.26, 0.25, 0.37, 0.24, 0.14, 0.18, 0.29, 0.35, 0.33, 0.31, 0.36, -0.14, -0.99, -0.17, 0.11, -0.41, -0.23, 0.96, -0.49, -0.59, 0.34, 0.36, 0.41, 0.44, 0.38, -0.59, -0.13, -0.52, 0.11, -0.52, -0.33, 1.00, -0.60, -0.60, 0.44, 0.43, 0.44, 0.45, 0.43, -0.07, -0.63, -0.05, -0.03, -0.34, -0.65, 0.99, -0.58, -0.61, 0.30, 0.40, 0.45, 0.44, 0.39, -0.37, -0.52, -0.27, 0.14, -0.26, -0.48, 1.03, -0.62, -0.58, 0.37, 0.36, 0.42, 0.42, 0.37, -0.37, -0.48, -0.30, 0.15, -0.31, -0.47, 1.02, -0.63, -0.59, 0.37, 0.36, 0.42, 0.42, 0.37]}